# 1
C34H38NO7P4SSiV | ωB97M-V with the def2-TZVPD basis set

Structure (XYZ):
```
87
Properties=species:S:1:pos:R:3:forces:R:3
V 0.090 1.136 1.159 0.08 -0.46 -0.42
C 7.028 -0.531 1.898 -0.06 0.00 -0.02
Si 5.567 0.145 0.916 -0.01 0.00 0.02
C 5.943 1.936 0.512 -0.01 -0.07 0.02
C 5.392 -0.867 -0.654 0.01 0.02 0.05
C 4.045 -0.003 2.015 0.07 0.03 0.01
C 4.106 -0.559 3.289 0.01 0.01 0.00
C 2.985 -0.632 4.110 0.02 0.01 -0.05
C 1.794 -0.116 3.634 0.04 -0.01 0.09
N 1.710 0.437 2.425 -0.10 -0.11 -0.04
C 2.785 0.481 1.611 -0.16 0.15 -0.17
S 2.419 1.158 0.038 0.00 0.03 0.14
H 7.945 -0.447 1.312 0.00 0.01 -0.03
H 6.899 -1.584 2.158 -0.01 -0.02 0.00
H 7.175 0.029 2.823 0.01 0.01 0.02
H 6.834 1.999 -0.119 0.02 0.01 -0.01
H 6.134 2.504 1.425 0.00 0.00 0.01
H 5.110 2.403 -0.011 -0.02 -0.01 -0.01
H 6.313 -0.842 -1.243 0.02 0.02 0.02
H 4.578 -0.480 -1.265 -0.04 0.03 -0.02
H 5.171 -1.910 -0.424 0.00 -0.05 0.01
H 5.051 -0.946 3.656 0.00 -0.01 0.01
H 3.029 -1.076 5.094 0.00 0.00 0.00
H 0.881 -0.143 4.220 -0.01 0.00 -0.01
O -0.497 4.701 3.605 -0.11 0.00 0.03
P -1.059 3.415 2.830 0.11 0.12 -0.08
O -0.053 3.101 1.738 -0.10 -0.01 0.12
O -2.487 3.612 2.467 -0.04 -0.02 -0.03
O -0.944 2.260 3.949 -0.06 -0.06 0.04
P -1.738 0.827 3.782 0.19 -0.15 -0.13
O -3.260 1.296 3.735 -0.14 -0.01 0.01
O -1.444 -0.030 4.937 -0.01 0.00 0.03
O -1.350 0.321 2.389 0.01 0.40 0.21
H 0.458 4.738 3.497 0.09 0.02 -0.01
H -3.313 2.139 3.230 0.02 0.05 0.01
C 0.167 -0.805 -1.963 -0.01 -0.08 -0.06
C -0.642 0.414 -2.425 0.00 0.06 0.00
P -1.354 1.412 -1.033 0.07 -0.03 0.13
C -1.597 3.060 -1.784 -0.03 0.02 0.01
C -1.414 3.359 -3.131 0.04 -0.01 0.01
C -1.676 4.636 -3.608 -0.01 0.04 0.00
C -2.130 5.623 -2.745 0.00 0.00 -0.04
C -2.321 5.328 -1.402 0.01 -0.03 0.04
C -2.053 4.056 -0.920 -0.03 0.03 -0.07
C -3.106 0.869 -0.965 0.02 0.02 -0.04
C -3.889 0.765 -2.114 0.01 -0.03 0.01
C -5.224 0.411 -2.024 -0.01 0.02 0.00
C -5.798 0.183 -0.777 -0.01 0.01 -0.02
C -5.032 0.306 0.370 0.00 0.00 0.02
C -3.685 0.641 0.279 0.02 0.08 0.02
P -0.666 -1.706 -0.588 0.04 0.02 0.01
C -2.016 -2.554 -1.497 0.03 -0.02 -0.08
C -1.804 -3.196 -2.720 0.01 0.03 0.05
C -2.850 -3.802 -3.393 -0.03 0.01 0.00
C -4.132 -3.775 -2.852 0.00 -0.01 -0.03
C -4.354 -3.146 -1.639 0.01 0.01 0.05
C -3.300 -2.539 -0.966 -0.04 -0.05 0.01
C 0.511 -3.074 -0.277 0.07 0.06 0.06
C 0.138 -4.415 -0.255 -0.04 0.01 -0.03
C 1.042 -5.395 0.130 0.00 -0.01 0.00
C 2.329 -5.049 0.508 0.01 0.01 0.01
C 2.708 -3.712 0.500 0.04 -0.02 0.01
C 1.810 -2.732 0.113 -0.04 0.01 -0.02
H 1.123 -0.469 -1.555 -0.02 0.00 -0.01
H 0.378 -1.459 -2.813 0.02 0.00 0.02
H -1.449 0.114 -3.099 0.05 -0.01 0.00
H 0.023 1.078 -2.983 -0.01 -0.04 0.03
H -1.066 2.604 -3.824 -0.03 0.01 0.01
H -1.525 4.858 -4.658 0.00 0.00 0.00
H -2.333 6.618 -3.119 0.00 0.00 0.00
H -2.677 6.089 -0.719 0.00 0.01 0.00
H -2.211 3.838 0.130 0.03 -0.01 0.08
H -3.458 0.972 -3.087 -0.01 0.00 -0.01
H -5.823 0.324 -2.922 0.00 0.00 -0.01
H -6.847 -0.078 -0.705 0.00 -0.01 0.00
H -5.472 0.146 1.346 0.01 -0.01 0.01
H -3.080 0.718 1.174 -0.01 -0.04 -0.03
H -0.807 -3.233 -3.141 0.01 -0.01 -0.01
H -2.671 -4.296 -4.340 0.00 0.00 0.00
H -4.952 -4.245 -3.379 0.00 0.00 0.00
H -5.348 -3.114 -1.213 0.00 0.00 0.00
H -3.481 -2.036 -0.025 0.01 0.01 0.04
H -0.869 -4.699 -0.532 -0.01 0.00 -0.01
H 0.734 -6.434 0.143 -0.01 0.00 0.00
H 3.031 -5.812 0.819 0.01 -0.01 0.00
H 3.705 -3.430 0.816 0.02 0.02 -0.01
H 2.117 -1.691 0.125 0.01 0.00 0.01
```
Forces are in eV/Å.

Computed properties:
Energy relative to the best compared isomer or geometry (same formula, charge and spin) in kcal per mole: 0.0
Total charge: -1
Maximum force in eV Å⁻¹: 0.63
Spin multiplicity: 4
E_HOMO (spin up / spin down) in eV: -4.5 / -5.3

# 2
C3H7OS | ωB97M-V with the def2-TZVPD basis set

Structure (XYZ):
```
12
Properties=species:S:1:pos:R:3:forces:R:3
O -3.645 0.033 0.484 1.90 -0.23 -0.36
C -2.453 -0.076 0.184 -1.56 0.35 -0.05
H -1.854 -0.999 0.370 -0.24 0.50 0.01
H -1.903 0.735 -0.369 -0.26 -0.58 0.50
C 2.897 0.405 0.504 0.39 -1.31 1.95
C 1.381 0.510 0.440 -0.69 -0.02 0.83
S 0.633 -0.493 -0.881 0.24 -0.03 -0.02
H 3.325 0.738 -0.429 0.35 -0.11 -0.24
H 3.173 -0.749 0.723 -0.37 2.73 -0.56
H 3.261 1.085 1.369 -0.16 -1.11 -1.19
H 1.070 1.572 0.326 0.30 -0.41 0.03
H 1.011 0.203 1.464 0.10 0.21 -0.89
```
Forces are in eV/Å.

Computed properties:
Energy relative to the best compared isomer or geometry (same formula, charge and spin) in kcal per mole: 29.6
Total charge: -1
Maximum force in eV Å⁻¹: 2.82
E_HOMO in eV: -2.6

# 3
C10H14FN2O2P | ωB97M-V with the def2-TZVPD basis set

Structure (XYZ):
```
30
Properties=species:S:1:pos:R:3:forces:R:3
C 4.655 0.208 -1.307 -1.38 -0.72 0.17
P 3.629 -0.794 -2.477 0.32 -0.03 -1.51
O 3.717 -2.363 -1.936 0.18 0.52 0.68
C 1.932 -0.225 -1.974 1.04 -0.54 0.30
C 0.993 0.379 -3.013 -1.24 -2.19 5.26
O 1.204 0.690 -4.084 1.08 1.80 -5.31
N -0.285 0.516 -2.310 0.42 0.13 -0.09
C -0.327 -0.579 -1.351 0.15 -0.72 1.10
C 1.104 -1.139 -1.086 -0.59 2.06 -1.15
F 1.461 -0.795 0.210 0.17 -0.74 0.85
H 5.675 -0.131 -1.286 0.40 -0.02 -0.02
H 4.182 0.186 -0.328 0.27 -0.06 0.40
H 4.567 1.222 -1.661 0.25 0.43 -0.25
H 3.983 -2.409 -1.005 -0.22 -0.17 -0.10
H 2.096 0.621 -1.310 0.13 0.36 0.08
H -0.089 1.336 -1.737 -0.61 0.36 -0.25
H -0.644 -0.214 -0.381 -0.36 0.12 0.12
H -1.020 -1.365 -1.619 -0.14 -0.12 -0.47
H 1.238 -2.188 -1.268 0.09 -0.48 0.22
N -2.705 0.851 1.327 0.01 -0.03 0.09
C -3.464 -0.220 1.551 0.05 -0.01 -0.13
C -4.141 -0.450 2.738 0.01 0.01 0.00
C -4.021 0.484 3.753 -0.04 -0.01 0.08
C -3.236 1.604 3.540 -0.01 -0.01 -0.01
C -2.603 1.739 2.314 0.07 0.04 -0.10
H -3.527 -0.927 0.730 -0.04 -0.03 0.03
H -4.745 -1.338 2.863 0.01 -0.01 -0.02
H -4.533 0.342 4.696 0.00 0.00 -0.01
H -3.115 2.358 4.306 0.01 0.01 -0.02
H -1.981 2.602 2.103 -0.01 0.02 0.06
```
Forces are in eV/Å.

Computed properties:
Maximum force in eV Å⁻¹: 5.83
E_HOMO in eV: -8.6

Among the records above, which one has the lowest maximum force?
C34H38NO7P4SSiV

maximum force of number 2 (C3H7OS)?
2.82 eV Å⁻¹

maximum force of number 3 (C10H14FN2O2P)?
5.83 eV Å⁻¹